1.
{
  "formula": "C7H10",
  "method": "ωB97M-V/def2-TZVPD",
  "elements": ["H", "H", "C", "C", "C", "H", "H", "C", "H", "C", "C", "H", "C", "H", "H", "H", "H"],
  "coordinates": [[-2.203, 3.511, -0.197], [2.114, 0.488, -0.388], [0.584, -0.581, 0.977], [-1.607, 2.687, -0.499], [-0.976, 1.754, -0.977], [-1.291, -1.455, 0.268], [0.492, 0.921, -2.180], [-0.826, -1.117, 1.199], [2.428, -1.498, 0.251], [1.467, -1.126, -0.125], [0.756, 0.462, -0.076], [-1.454, -0.354, 1.656], [-0.113, 0.630, -1.328], [-0.720, -1.991, 1.865], [0.981, -1.921, -0.700], [1.120, -0.249, 1.865], [-0.675, -0.314, -1.577]],
  "de_lowest_kcal_mol": 131.2,
  "gap_ev": 9.5943
}


2.
{
  "formula": "C12H16N7O2PbS",
  "method": "ωB97M-V/def2-TZVPD",
  "elements": ["C", "N", "C", "N", "C", "N", "H", "Pb", "C", "S", "C", "C", "H", "C", "H", "C", "H", "C", "H", "H", "H", "O", "H", "N", "C", "H", "N", "N", "H", "C", "H", "H", "H", "H", "N", "C", "O", "H", "H"],
  "coordinates": [[-7.030, 2.269, -0.160], [-4.872, 1.390, -0.802], [2.569, 1.954, 0.475], [0.046, -1.583, -0.510], [1.925, 0.168, 1.960], [-2.813, 2.422, -0.251], [-2.894, 4.140, 0.886], [-0.605, 0.816, -0.201], [1.208, 2.425, 2.404], [-2.663, 0.167, -1.647], [-3.490, 3.369, 0.411], [-0.495, -2.694, -0.016], [0.695, 3.138, 3.036], [1.888, 2.864, 1.273], [-7.371, 1.937, 0.823], [-5.536, 2.355, -0.172], [3.106, 2.292, -0.402], [2.600, 0.608, 0.828], [-7.368, 1.555, -0.906], [1.970, -0.875, 2.244], [1.894, 3.920, 1.037], [1.547, -2.681, -1.815], [3.165, -0.091, 0.224], [0.989, -1.646, -1.506], [1.218, 1.076, 2.744], [-7.479, 3.243, -0.350], [-1.843, -1.207, 1.296], [-0.223, -3.940, -0.370], [0.711, 0.741, 3.640], [-4.861, 3.388, 0.467], [-5.391, 4.175, 0.985], [-1.833, -1.118, 2.305], [-2.004, -3.281, 1.222], [-2.776, -1.041, 0.922], [-1.427, -2.500, 0.948], [-3.546, 1.464, -0.833], [1.213, -0.556, -2.026], [0.525, -4.090, -1.033], [-0.685, -4.723, 0.060]],
  "de_lowest_kcal_mol": 3.3,
  "gap_ev": 8.2674,
  "total_charge": 1
}


3.
{
  "formula": "C4H7N2O2",
  "method": "ωB97M-V/def2-TZVPD",
  "elements": ["H", "H", "H", "H", "C", "O", "N", "H", "C", "H", "C", "H", "N", "C", "O"],
  "coordinates": [[-1.916, -0.358, 2.363], [-1.335, 0.301, -0.455], [1.775, -1.686, 0.790], [2.343, 1.884, -1.185], [0.977, 0.529, -1.341], [0.018, 0.100, -2.147], [1.263, -0.060, -0.261], [0.056, 0.538, -3.014], [-0.070, -0.984, 1.546], [0.073, -1.616, 2.409], [0.975, -0.966, 0.636], [-2.712, 0.723, 0.493], [-1.788, 0.320, 0.448], [-1.284, -0.314, 1.483], [1.624, 1.591, -1.765]],
  "de_lowest_kcal_mol": 1.5,
  "gap_ev": 8.8892,
  "total_charge": 1
}


4.
{
  "formula": "C18H24N5O9",
  "method": "ωB97M-V/def2-TZVPD",
  "elements": ["H", "H", "C", "N", "C", "C", "N", "C", "C", "O", "C", "C", "H", "H", "H", "H", "N", "C", "H", "H", "O", "O", "O", "O", "H", "H", "H", "H", "H", "H", "C", "C", "C", "O", "O", "C", "H", "H", "H", "C", "O", "H", "C", "H", "N", "H", "H", "H", "N", "H", "O", "C", "H", "C", "C", "C"],
  "coordinates": [[-1.263, -4.790, 2.371], [-4.661, 4.517, 0.506], [-1.584, 4.052, -0.812], [0.313, 0.026, -1.653], [1.988, -2.710, -3.594], [1.283, -4.956, -2.547], [2.805, -2.681, -6.132], [2.358, -3.350, -4.926], [-3.995, 3.992, -0.263], [2.774, -1.430, -5.976], [-2.874, 6.183, -0.734], [-1.440, -1.398, 2.129], [-0.412, -0.927, 2.614], [0.794, -3.007, -1.628], [-2.277, -1.379, 2.582], [-3.843, 2.890, 0.080], [-2.854, 4.777, -0.623], [-0.104, 2.771, 2.747], [-1.513, -0.760, 1.213], [1.939, -1.660, -3.468], [-3.979, 6.706, -0.530], [0.284, 1.237, -1.669], [2.476, 4.263, 5.852], [1.364, -0.519, -1.100], [3.696, 1.211, 3.289], [0.671, -5.319, -1.780], [-0.559, -3.517, 3.573], [-1.281, 2.993, 2.649], [-1.962, 6.476, -1.115], [1.541, -6.641, -3.700], [0.378, 1.857, 1.860], [1.883, 2.589, 4.224], [0.629, 3.155, 3.988], [-0.359, -4.422, 0.292], [-0.766, -0.590, -1.856], [2.268, -4.910, -4.920], [0.219, 3.960, 4.642], [2.621, -5.516, -5.832], [-0.914, -2.636, -0.304], [1.693, -5.716, -3.677], [3.664, 2.391, 5.946], [1.993, 0.523, 1.154], [-1.371, -3.874, 2.910], [-0.281, 1.746, 1.053], [2.763, 3.161, 5.431], [-1.430, 3.931, 0.226], [-0.813, 4.476, -1.343], [-1.916, 2.961, -1.265], [-1.187, -2.894, 1.785], [-4.655, 3.770, -1.141], [3.149, -3.307, -7.133], [1.459, -3.552, -2.432], [-2.391, -3.893, 3.491], [-0.695, -3.227, 0.481], [1.762, 1.273, 1.920], [2.598, 1.700, 3.153]],
  "de_lowest_kcal_mol": 0.0,
  "gap_ev": 7.1407,
  "total_charge": -1
}